This record from the OMol25 dataset describes a cluster of 2 separate species, C2H4NOP in total at a distorted geometry. The level of theory is the ωB97M-V functional and the def2-TZVPD basis.

Each atom is followed by the atoms it is bonded to, with distances in Å.
Positions of all 9 atoms, in Å:
1 H 0.899 -1.510 0.527  C5 1.103
2 H 0.045 0.099 0.442  N9 1.010
3 H 2.026 -1.382 1.988  C5 1.057
4 C -1.788 -0.663 0.099  O7 1.182, N9 1.333
5 C 1.803 -1.087 0.998  H1 1.103, H3 1.057, P8 1.642
6 H -1.277 1.052 0.994  N9 0.963
7 O -1.453 -1.667 -0.426  C4 1.182
8 P 2.683 0.113 0.304  C5 1.642
9 N -0.945 0.263 0.555  H2 1.010, C4 1.333, H6 0.963

## Properties
Orbital gap (spin up / spin down)   8.381 / 7.323 eV
Relative energy (zero: lowest compared OMol25 entry of this formula, charge and spin)   74.09 kcal per mole
Total charge   0
Total energy   -549.82253 Eh
F_max   2.1 eV/Å
E_HOMO (spin up / spin down)   -8.69 / -8.51 eV